C38H34IN7O12S | wB97M-V/def2-TZVPD

ORCA input file:
```
! RIJCOSX wB97M-V def2-TZVPD def2/J DEFGRID3
* xyz 0 1
I 2.235 -3.502 -2.101
S 1.343 1.101 -2.881
O -3.643 -1.872 3.908
O -9.520 2.528 3.088
O 6.878 -5.913 -3.772
O -2.630 1.194 -3.576
O -2.198 -2.664 2.530
O -8.886 3.366 1.211
O 5.129 -4.983 -2.938
O 2.636 2.475 4.870
O -3.337 1.004 -1.481
O -0.766 -1.685 -7.713
O 1.122 3.063 6.279
O -1.263 -0.719 -5.857
N 6.323 -5.020 -3.169
N -8.749 2.612 2.154
N 4.408 -0.391 -1.508
N -1.470 -0.971 -7.029
N 0.980 -1.004 0.529
N 2.264 3.067 5.862
N -2.499 -2.017 3.514
C 0.873 -0.786 4.487
C -7.398 0.852 3.215
C -5.354 0.119 2.197
C -3.465 0.453 -6.887
C -0.738 -0.010 6.104
C -2.849 0.472 -2.649
C -0.204 -1.718 -2.690
C -1.399 -1.385 -1.789
C -2.669 -1.031 -2.615
C 2.091 -0.549 -2.707
C 7.146 -3.898 -2.681
C 6.524 -2.853 -2.020
C -6.279 0.034 3.228
C -7.562 1.737 2.163
C -0.130 -1.431 3.783
C -4.895 0.719 -8.805
C 9.276 -2.864 -2.460
C -5.542 1.013 1.152
C 8.509 -3.925 -2.916
C 4.568 3.874 6.150
C 3.824 5.210 8.479
C 3.267 3.839 6.618
C 1.092 -1.281 -0.577
C 2.873 4.495 7.769
C -2.936 -0.664 -8.976
C -6.655 1.837 1.124
C -4.067 -0.110 -9.552
C 0.571 -0.083 5.646
C 7.303 -1.797 -1.576
C -2.661 -0.371 -7.653
C 5.138 5.259 8.032
C -1.754 -0.643 5.407
C 8.674 -1.805 -1.792
C 3.408 -0.458 -2.061
C 1.186 -1.597 -2.002
C -1.426 -1.346 4.260
C 5.508 4.594 6.870
C -4.594 1.000 -7.478
H -3.019 0.467 -0.743
H 6.531 4.636 6.522
H -2.279 -1.311 -9.538
H -5.237 1.648 -6.899
H -0.214 -1.101 -3.592
H -2.603 -1.397 -3.638
H -6.818 2.538 0.320
H -4.481 -0.519 2.203
H 0.083 -1.969 2.873
H 5.455 -2.856 -1.870
H 8.954 -4.756 -3.442
H -1.623 -2.260 -1.176
H -4.799 1.048 0.367
H 6.829 -0.966 -1.072
H -4.303 -0.326 -10.585
H -8.133 0.808 4.004
H 10.344 -2.865 -2.632
H 9.279 -0.978 -1.442
H 2.223 -0.899 -3.735
H -0.970 0.549 7.000
H -0.325 -2.746 -3.032
H -2.779 -0.593 5.741
H -3.220 0.667 -5.856
H 0.758 1.186 -1.676
H 1.359 0.415 6.192
H 1.846 4.447 8.098
H -1.161 -0.552 -1.124
H 3.538 5.730 9.383
H 4.834 3.351 5.245
H 5.877 5.817 8.591
H -3.544 -1.440 -2.109
H -5.779 1.147 -9.259
H -6.125 -0.668 4.037
H 1.890 -0.824 4.124
*
```

The SMILES is N#C[C@H](S)[C@@](I)(C#N)CCCC(=O)O.O=[N+]([O-])c1ccccc1.O=[N+]([O-])c1ccccc1.O=[N+]([O-])c1ccccc1.O=[N+]([O-])c1ccccc1.O=[N+]([O-])c1ccccc1. For the total energy, the calculation gives -93880.011 eV. For the HOMO-LUMO gap, the calculation gives 9.1706 eV.

C25H18N4O11S2Ti | wB97M-V/def2-TZVPD

ORCA input file:
```
! RIJCOSX wB97M-V def2-TZVPD def2/J DEFGRID3
* xyz -1 2
Ti -0.420 -1.022 -0.048
S -1.361 -5.333 -0.954
S 0.777 -3.151 -1.211
O 4.460 1.376 -4.268
O -0.057 5.964 -1.616
O 0.363 -1.714 1.595
O 0.511 -0.240 -1.692
O -3.962 0.625 -1.044
O -2.075 -0.612 -1.054
O 0.407 -1.711 3.848
O 1.552 6.626 -2.890
O 2.137 0.072 0.606
O -0.229 1.205 -0.219
O 4.522 3.444 -4.876
N 0.905 5.767 -2.325
N 4.032 2.507 -4.276
N -1.695 -0.417 1.392
N -1.496 -2.982 0.092
C 2.529 1.128 1.461
C -2.114 -0.008 3.658
C -2.782 0.236 1.002
C -2.992 0.117 -0.514
C -2.634 -3.650 0.510
C 3.795 1.667 0.808
C -1.341 -0.565 2.659
C 4.453 0.386 0.248
C 2.439 4.107 -3.300
C -3.602 0.827 1.941
C -3.815 -5.777 0.365
C -0.065 -1.406 2.768
C 3.316 -0.658 0.288
C -4.799 -5.273 1.203
C 0.404 0.940 -1.267
C -3.630 -3.155 1.349
C 0.678 3.355 -1.832
C 2.839 2.795 -3.426
C -4.699 -3.968 1.688
C 2.192 1.756 -2.801
C 1.101 2.048 -1.998
C -3.250 0.702 3.281
C 1.352 4.352 -2.493
C -2.743 -4.963 0.030
C -0.716 -3.722 -0.657
H 3.139 -1.163 -0.659
H -3.569 -2.148 1.737
H 2.743 0.735 2.463
H -0.163 3.579 -1.188
H -5.641 -5.893 1.484
H -3.880 -6.787 -0.022
H -3.876 1.154 4.042
H -5.472 -3.581 2.342
H 4.434 2.204 1.511
H -1.825 -0.136 4.693
H 2.957 4.906 -3.807
H -4.490 1.354 1.621
H 3.527 2.348 -0.003
H 4.828 0.534 -0.765
H 1.706 1.836 1.520
H 2.518 0.732 -2.924
H 5.291 0.068 0.870
H 3.487 -1.417 1.056
*
```

The energy above the lowest of the compared OMol25 structures with the same formula, charge and spin is 0.868 eV. For the total energy, the calculation gives -99489.276 eV. For the HOMO-LUMO gap (spin up / spin down), the calculation gives 5.3558 / 5.9307 eV.

C28H47B3N12O6 | wB97M-V/def2-TZVPD

ORCA input file:
```
! RIJCOSX wB97M-V def2-TZVPD def2/J DEFGRID3
* xyz 0 1
O 1.821 0.719 -4.328
O -2.122 2.398 -0.164
O -0.440 1.144 -3.707
O 0.735 -0.764 -1.562
O 0.179 -0.825 -4.995
O 1.285 2.162 -2.456
N -0.530 7.228 2.838
N 3.527 6.093 -5.273
N -3.560 6.822 -2.049
N -0.535 1.074 -1.204
N 3.235 -3.024 6.653
N -0.812 -6.592 -0.960
N 3.148 -0.975 2.044
N -4.599 8.063 3.668
N 2.906 -4.458 1.610
N -1.728 -2.978 2.680
N -3.798 -7.147 -5.596
N 3.451 1.068 -2.502
C -1.357 -6.505 0.045
C -1.590 9.601 3.028
C 3.939 -0.339 -2.543
C 2.425 -4.845 -0.919
C 2.527 5.566 -5.080
C -3.011 6.457 -1.110
C 1.253 4.901 -4.836
C 4.271 -0.835 -1.154
C -3.155 -7.518 -4.723
C 2.331 -3.660 6.954
C 3.682 0.267 4.271
C 3.383 -0.416 3.018
C -1.914 1.510 -0.977
C -0.645 -2.956 -4.200
C -0.991 -1.531 -4.583
C 0.739 -2.647 3.444
C 1.171 -4.461 7.328
C -1.999 -6.395 1.346
C -4.039 7.683 4.595
C -0.995 8.274 2.919
C -3.029 0.915 -1.793
C 2.684 -4.629 0.498
C -0.224 -0.255 -0.976
C -2.305 5.992 0.077
C -0.643 -2.860 3.040
C -3.320 7.199 5.766
C -1.021 -1.043 0.030
C -2.340 -7.991 -3.610
B 0.087 1.501 -2.483
B 2.207 1.299 -3.137
B 0.491 0.317 -4.352
H -2.914 5.265 0.609
H -1.576 -7.130 2.028
H 1.455 -5.509 7.396
H 3.340 1.320 -1.530
H -1.382 -8.349 -3.980
H 3.359 -4.815 -1.475
H -2.091 9.704 3.987
H -1.489 -1.063 -3.742
H 1.764 -4.064 -1.290
H 3.185 -0.991 -2.968
H -2.851 -8.804 -3.099
H -3.951 1.271 -1.363
H -3.109 8.029 6.439
H 1.947 -5.812 -1.064
H -2.939 1.285 -2.809
H -0.309 -1.720 0.481
H -3.002 -0.163 -1.816
H -2.321 9.742 2.235
H 4.648 0.761 4.197
H -1.368 5.521 -0.212
H -1.792 -1.630 -0.446
H 0.567 5.106 -5.654
H 0.258 -2.978 -3.603
H -1.681 -1.554 -5.420
H 2.916 1.011 4.476
H 3.386 -0.979 -0.551
H 0.791 -4.131 8.293
H -0.590 -3.610 -5.059
H 1.403 3.826 -4.755
H -2.164 -7.182 -2.908
H -2.382 6.741 5.455
H 0.819 5.266 -3.907
H 0.388 -4.352 6.580
H 0.848 -2.813 4.514
H -0.813 10.357 2.936
H -1.454 -3.319 -3.571
H 4.833 -0.379 -3.156
H -1.837 -5.396 1.751
H -2.090 6.828 0.736
H 4.749 -1.804 -1.255
H -3.924 6.462 6.289
H 1.402 -3.323 2.903
H -1.413 -0.419 0.822
H -3.069 -6.567 1.254
H 3.711 -0.457 5.084
H 1.024 -1.625 3.212
H 4.943 -0.163 -0.629
*
```

The energy above the lowest of the compared OMol25 structures with the same formula, charge and spin is 0.000 eV. For the total energy, the calculation gives -62001.240 eV. For the HOMO-LUMO gap, the calculation gives 9.6726 eV.

C12H16N2O4S | wB97M-V/def2-TZVPD

ORCA input file:
```
! RIJCOSX wB97M-V def2-TZVPD def2/J DEFGRID3
* xyz 0 1
S 4.611 -1.360 -0.123
O 1.119 1.496 1.173
O -2.265 -4.125 -0.545
O -0.011 3.752 0.631
O -1.129 4.427 -1.237
N 2.043 -0.818 -1.562
N 0.179 1.199 -0.889
C -1.823 -0.107 0.764
C 3.490 0.097 0.552
C -1.056 2.091 -0.459
C -1.980 -2.783 -0.199
C -2.776 -1.716 -0.775
C 2.080 -0.160 -0.123
C 1.171 0.948 0.005
C -0.732 3.528 -0.435
C -2.659 -0.423 -0.284
C -1.257 -2.385 0.985
C -1.010 -1.079 1.351
C -1.297 1.370 1.026
H -0.433 1.441 1.809
H 4.044 -1.784 -1.404
H 2.473 -0.110 -2.298
H -3.134 0.470 -0.630
H 0.124 2.825 1.030
H -0.724 -3.029 1.734
H 1.091 -1.312 -1.888
H 1.715 -1.077 0.575
H 0.168 0.510 -1.662
H -3.435 -1.822 -1.633
H 3.486 0.251 1.777
H -1.724 1.636 -1.188
H -2.118 1.967 1.441
H -2.016 -4.592 0.298
H -0.225 -0.625 2.063
H 4.010 1.300 0.121
*
```

The energy above the lowest of the compared OMol25 structures with the same formula, charge and spin is 6.267 eV. For the total energy, the calculation gives -34703.294 eV. For the HOMO-LUMO gap, the calculation gives 9.2498 eV.